DFT (ωB97M-V/def2-TZVPD) results for a 2-piece molecular cluster, C2H9NOS2 overall.

Each line ends with the Löwdin charge.
Atoms and positions in Å:
1 C 2.175 0.503 0.116  -0.45
2 S 1.658 1.142 1.745  0.34
3 S 1.494 3.200 1.457  0.27
4 H 1.432 -0.112 -0.393  0.01
5 H 3.080 -0.046 0.289  0.02
6 H 2.486 1.357 -0.472  0.01
7 H 2.153 3.333 0.293  -0.20
8 N -2.704 -0.796 -0.373  0.02
9 C -1.282 -0.983 -0.199  -0.36
10 O -0.839 -2.206 -0.755  -0.07
11 H -3.064 0.070 -0.037  0.06
12 H -3.279 -1.588 -0.564  0.06
13 H -0.757 -0.186 -0.754  0.10
14 H -1.010 -1.007 0.857  0.10
15 H -1.543 -2.680 -1.211  0.08

Properties
max |F|: 1.18 eV/Å
E_HOMO: -8.15 eV
ΔE to the lowest compared entry with this formula, charge and spin: 124.0 kJ/mol
LUMO energy: 0.5 eV
DFT total energy: -27426.8084 eV
SMILES: CSS.NCO
orbital gap: 8.6907 eV